Entry 1:
Formula: C4H12N4
Source: OMol25
Level of theory: wB97M-V/def2-TZVPD

Properties
Orbital gap (alpha / beta) ... 7.828 / 7.830 eV
Calculated total energy ... -378.53567 a.u.
Energy relative to the best compared isomer or geometry (same formula, charge and spin) ... 2.7913 eV
Structure (SMILES) ... [H]/N=N/C(N)=C\C.CN
Charge ... 0

Each line ends with the Mulliken charge.
Positions of all 20 atoms, in Å:
1 H -0.53094 0.47589 2.96448  0.200
2 N -0.23648 0.19272 2.02220  -0.508
3 N 0.23424 1.22392 1.43680  -0.153
4 C 0.76548 1.10768 0.19387  0.356
5 N 0.75374 2.29410 -0.55985  -0.504
6 C 1.21409 -0.07470 -0.35714  -0.066
7 C 1.66845 -1.25616 0.42642  -1.217
8 H 1.62831 2.50497 -1.01929  0.224
9 H 0.40453 3.08295 -0.03407  0.248
10 H 1.65635 0.01945 -1.34310  0.413
11 H 1.14184 -2.14925 0.08189  0.293
12 H 2.73559 -1.42242 0.27689  0.372
13 H 1.43337 -1.14463 1.48714  0.313
14 C -2.05478 -0.32899 -1.19337  -0.796
15 N -1.23591 -1.24001 -0.40447  -0.397
16 H -2.27676 -0.78723 -2.15703  0.330
17 H -2.99569 -0.04171 -0.70734  0.271
18 H -1.47767 0.57710 -1.37055  0.218
19 H -1.69610 -2.13938 -0.29724  0.254
20 H -1.13165 -0.89430 0.55376  0.150


Entry 2:
Formula: C4H12N4
Source: OMol25
Level of theory: wB97M-V/def2-TZVPD

Properties
Orbital gap ... 8.657 eV
Calculated total energy ... -378.58187 a.u.
Energy relative to the best compared isomer or geometry (same formula, charge and spin) ... 1.5342 eV
Structure (SMILES) ... [H]/N=C/C(N)=N\[H].CNC
Charge ... 0

Each line ends with the Mulliken charge.
Positions of all 20 atoms, in Å:
1 H -0.44381 0.10520 -2.43968  0.232
2 N 0.28764 0.21378 -1.74107  -0.643
3 C 0.12883 1.20546 -0.93883  -0.075
4 C 1.25674 1.65182 -0.08558  0.516
5 N 2.33392 0.82409 -0.10746  -0.364
6 N 1.23143 2.66944 0.68673  -0.791
7 H 0.34873 3.16743 0.67517  0.217
8 H -0.76278 1.84160 -0.91021  0.290
9 H 2.40254 0.19547 -0.89079  0.246
10 H 3.16503 1.13482 0.36326  0.246
11 C -2.08594 -0.86534 0.84337  -0.851
12 N -0.66956 -1.05274 1.10549  -0.381
13 C -0.05113 -1.97973 0.21602  -0.633
14 H -2.30528 -0.61332 -0.20553  0.276
15 H -2.46210 -0.06212 1.47528  0.323
16 H -2.61141 -1.79128 1.08575  0.322
17 H -0.19935 -0.13789 1.00842  0.246
18 H -0.63099 -2.89549 0.12682  0.337
19 H 0.11591 -1.39432 -0.83199  0.231
20 H 0.95159 -2.21686 0.56487  0.255


Entry 3:
Formula: C4H12N4O8
Source: OMol25
Level of theory: wB97M-V/def2-TZVPD

Properties
Orbital gap ... 10.457 eV
Calculated total energy ... -980.15234 a.u.
Energy relative to the best compared isomer or geometry (same formula, charge and spin) ... 0.6582 eV
Structure (SMILES) ... C[N+](=O)[O-].C[N+](=O)[O-].C[N+](=O)[O-].C[N+](=O)[O-]
Charge ... 0

Each line ends with the Mulliken charge.
Positions of all 28 atoms, in Å:
1 C -1.09199 1.87655 5.27961  -0.751
2 N -0.37366 1.48338 4.05318  0.878
3 O -0.17079 2.32067 3.20316  -0.515
4 O 0.08522 0.36442 4.01788  -0.494
5 H -0.85016 1.14145 6.03849  0.316
6 H -2.16717 1.86251 5.11142  0.288
7 H -0.79192 2.87550 5.57776  0.297
8 C 1.42847 0.81288 0.03484  -0.822
9 N 0.74340 -0.01748 -0.99700  0.934
10 O 0.27048 -1.05780 -0.58138  -0.528
11 O 0.75981 0.35899 -2.13954  -0.539
12 H 0.65973 1.39499 0.54615  0.317
13 H 2.28231 1.35106 -0.35792  0.323
14 H 1.77430 0.18529 0.85566  0.305
15 C -1.81690 -1.22766 1.68212  -0.572
16 N -2.63488 -2.39901 2.00880  0.877
17 O -2.71805 -3.26936 1.17422  -0.534
18 O -3.15661 -2.43768 3.10266  -0.550
19 H -2.00675 -0.96050 0.64533  0.276
20 H -0.75841 -1.44689 1.79144  0.281
21 H -2.01660 -0.33553 2.26781  0.210
22 C 1.52945 -0.80428 -5.74385  -0.673
23 N 2.08402 0.07086 -6.79146  0.890
24 O 1.79166 1.24357 -6.77331  -0.523
25 O 2.97348 -0.37296 -7.48983  -0.524
26 H 0.58895 -1.22748 -6.09325  0.272
27 H 1.38575 -0.15391 -4.88746  0.262
28 H 2.19686 -1.63158 -5.53555  0.299


Entry 4:
Formula: C4H12N6
Source: OMol25
Level of theory: wB97M-V/def2-TZVPD

Properties
Orbital gap ... 8.402 eV
Calculated total energy ... -487.44135 a.u.
Energy relative to the best compared isomer or geometry (same formula, charge and spin) ... 2.8187 eV
Structure (SMILES) ... N[C@H]1NC(=[NH2+])C([NH3+])=CN1N
Charge ... +2

Each line ends with the Mulliken charge.
Positions of all 22 atoms, in Å:
1 N 1.94461 -0.70166 1.19192  -0.439
2 C 1.43487 -0.69129 -0.09106  -0.729
3 N 0.18304 -1.37517 -0.39873  -0.187
4 C -0.99999 -0.85113 -0.11874  0.617
5 N -2.08144 -1.66547 -0.29373  -0.439
6 C -1.03865 0.75492 0.16021  -0.317
7 N -2.25733 1.18544 0.75797  -0.192
8 C 0.18731 1.36171 -0.13605  -0.208
9 N 1.27515 0.69474 -0.49116  0.588
10 N 2.29207 1.33173 -1.11106  -0.884
11 H 1.28223 -0.51529 2.02101  0.250
12 H 2.51880 -1.54464 1.41870  0.293
13 H 2.22352 -0.99289 -0.75139  0.610
14 H 0.26630 -2.42901 -0.45229  0.359
15 H -3.07272 -1.33877 -0.29988  0.235
16 H -1.83051 -2.37996 -0.98123  0.264
17 H -2.99268 0.59926 0.43284  0.280
18 H -2.41411 2.21415 0.46074  0.454
19 H -2.23584 1.01623 1.86885  0.453
20 H 0.10283 2.45077 -0.30199  0.451
21 H 1.90947 1.88995 -1.84336  0.240
22 H 3.30306 0.98639 -1.04157  0.303